22
Properties=species:S:1:pos:R:3:forces:R:3:nbo_charge:R:1 method="wB97M-V/def2-TZVPD" largest_force_ha_per_bohr=0.0550 total_charge=0 lumo_ha=-0.1947 homo_lumo_gap_ev=3.308
C -0.156165 2.223941 1.337237 -0.75 0.06 0.79 -0.604
N 2.770698 0.419547 0.342186 -1.54 -0.91 -0.59 -0.273
C 2.398293 -0.557569 -0.594198 2.72 -0.11 0.75 -0.052
O 3.209783 -1.724554 -0.526452 -0.47 -0.58 0.08 -0.676
C -0.699301 1.171594 0.394381 0.90 -0.56 -1.15 -0.214
N -1.273331 0.008095 1.080406 -0.81 0.52 -0.50 -0.773
H 0.035755 3.147755 0.799657 0.26 0.07 0.01 0.208
H -0.905166 2.431943 2.113342 0.00 0.13 -0.21 0.206
H 0.709964 1.883372 1.892998 0.41 -0.09 -0.16 0.200
H 1.375458 -1.002126 -0.437443 -0.56 0.81 -0.43 0.326
H 2.604814 -0.163848 -1.601189 -1.02 0.29 -0.13 0.247
H 4.016176 -1.573485 -0.028832 0.23 0.15 -0.03 0.474
H -1.408053 1.707652 -0.294708 0.32 -0.81 0.46 0.194
H 0.166191 0.792075 -0.226968 -1.00 0.52 0.37 0.174
H -2.285463 0.119447 1.050401 -0.03 0.07 0.58 0.374
H -1.211286 -0.854934 0.542229 0.61 0.13 -0.19 0.401
H -1.050875 -1.714627 -2.334147 -0.16 0.01 0.12 0.441
H 3.127278 -0.107387 1.151913 0.07 0.22 0.12 0.325
O -1.335985 -1.094374 -1.647144 1.28 0.15 -0.37 -0.938
H -2.590522 -1.452327 -1.233368 -0.54 -0.22 1.22 0.469
H -4.110541 -1.903895 -1.198997 -0.24 -0.07 0.16 0.451
O -3.387723 -1.756291 -0.581311 0.31 0.23 -0.88 -0.959

=====

6
Properties=species:S:1:pos:R:3:forces:R:3:nbo_charge:R:1 method="wB97M-V/def2-TZVPD" largest_force_ha_per_bohr=0.0448 total_charge=-1 lumo_ha="0.0311 / 0.0541" homo_lumo_gap_ev="4.928 / 6.776"
C 0.731159 0.576214 0.258964 0.58 0.41 -1.04 0.940
O -0.183196 0.562161 -0.766424 0.28 1.95 -1.19 -0.773
O 1.581305 1.476843 0.308881 -0.89 -0.22 -0.21 -0.730
O 0.644322 -0.398488 1.019352 -0.47 -1.73 1.44 -0.626
S -2.083553 -1.977160 0.074680 0.40 0.16 0.17 -0.306
H -0.690037 -0.239570 -0.895453 0.09 -0.58 0.84 0.494